ORCA calculation (ωB97M-V with the def2-TZVPD basis set) on a 2-piece molecular cluster, C5H14 overall.

Element x y z (Å)
1 C 1.237 1.726 -1.761
2 C 0.901 0.355 -2.357
3 C 0.487 -0.618 -1.240
4 H 1.949 1.626 -0.913
5 H 0.388 2.094 -1.197
6 H 1.766 2.382 -2.448
7 H 0.112 0.371 -3.132
8 H 1.802 0.001 -2.876
9 H 1.128 -0.987 -0.477
10 H -0.463 -0.259 -0.845
11 H 0.337 -1.628 -1.728
12 C -1.191 -0.516 1.577
13 C -1.297 -0.645 3.087
14 H -0.958 -1.542 1.151
15 H -2.114 -0.288 1.046
16 H -0.298 0.136 1.459
17 H -1.577 -1.664 3.358
18 H -0.302 -0.590 3.659
19 H -1.908 0.048 3.638

- HOMO energy (Eh) = -0.4095
- E_LUMO (eV) = 1.053
- energy relative to the best compared isomer or geometry (same formula, charge and spin) (kcal/mol) = 22.4

---

ORCA calculation (ωB97M-V with the def2-TZVPD basis set) on one molecule with the formula C22H23FN6O2S.

Element x y z (Å)
1 C -7.473 -3.747 0.553
2 C -6.579 -2.542 0.799
3 O -5.697 -2.431 -0.302
4 C -4.809 -1.408 -0.339
5 C -3.996 -1.360 -1.483
6 C -3.057 -0.372 -1.659
7 C -2.906 0.604 -0.677
8 N -2.031 1.651 -0.710
9 C -2.105 2.378 0.335
10 N -1.385 3.496 0.629
11 C -0.267 4.020 0.013
12 O 0.160 5.088 0.379
13 C 0.358 3.160 -1.061
14 N 0.756 1.892 -0.481
15 C 0.969 0.858 -1.478
16 C 1.161 -0.493 -0.792
17 C 2.275 -0.466 0.254
18 N 3.583 -0.432 -0.358
19 N 3.815 -0.032 -1.609
20 N 5.054 -0.064 -1.878
21 C 5.729 -0.500 -0.779
22 C 7.087 -0.714 -0.549
23 C 7.412 -1.170 0.704
24 F 8.710 -1.400 0.999
25 C 6.473 -1.421 1.714
26 C 5.132 -1.212 1.495
27 C 4.768 -0.745 0.236
28 C 2.089 0.742 1.181
29 C 1.924 2.021 0.368
30 S -3.326 1.861 1.539
31 C -3.719 0.542 0.473
32 C -4.669 -0.447 0.656
33 H -8.169 -3.865 1.378
34 H -6.868 -4.645 0.463
35 H -8.031 -3.612 -0.370
36 H -6.007 -2.676 1.727
37 H -7.186 -1.631 0.887
38 H -4.136 -2.127 -2.227
39 H -2.439 -0.339 -2.541
40 H -1.718 4.042 1.417
41 H -0.394 2.968 -1.829
42 H 1.201 3.716 -1.503
43 H 0.076 0.807 -2.103
44 H 1.842 1.075 -2.113
45 H 0.233 -0.761 -0.285
46 H 1.381 -1.250 -1.545
47 H 2.238 -1.389 0.849
48 H 7.832 -0.533 -1.305
49 H 6.830 -1.781 2.666
50 H 4.401 -1.403 2.265
51 H 1.188 0.583 1.775
52 H 2.942 0.836 1.856
53 H 1.782 2.868 1.043
54 H 2.837 2.210 -0.226
55 H -5.271 -0.452 1.549

- HOMO energy (Eh) = -0.2975
- E_LUMO (eV) = 0.399
- energy relative to the best compared isomer or geometry (same formula, charge and spin) (kcal/mol) = 0.0

---

ORCA calculation (ωB97M-V with the def2-TZVPD basis set) on one molecule with the formula C24H32F2N2S.

Element x y z (Å)
1 C -5.106 1.888 3.430
2 C -3.792 1.690 4.330
3 C -2.554 1.881 3.363
4 C -1.298 0.984 3.708
5 C 0.092 1.746 3.752
6 C 1.121 1.297 2.657
7 C 2.475 0.834 3.034
8 C 3.462 0.381 2.043
9 C 4.853 -0.138 2.556
10 C 4.760 -1.719 2.568
11 F 5.275 -2.313 1.389
12 C 3.118 0.421 0.607
13 C 1.803 0.869 0.190
14 C 0.830 1.293 1.228
15 S -0.803 1.779 0.542
16 C -1.017 0.444 -0.701
17 C -2.268 -0.280 -0.872
18 C -2.314 -1.352 -1.857
19 C -1.135 -1.659 -2.682
20 C -1.149 -2.800 -3.774
21 C -0.854 -4.218 -3.111
22 F -0.093 -4.039 -1.921
23 C 0.117 -0.906 -2.501
24 C 1.423 -1.146 -3.336
25 C 1.509 0.061 -4.394
26 C 0.116 0.374 -5.082
27 N -0.585 1.531 -4.427
28 C 0.207 0.158 -1.478
29 N 1.430 0.904 -1.234
30 H -5.400 0.926 2.935
31 H -5.937 2.393 3.980
32 H -4.789 2.580 2.595
33 H -3.784 2.557 5.046
34 H -3.834 0.694 4.833
35 H -2.906 1.558 2.341
36 H -2.263 2.962 3.237
37 H -1.475 0.541 4.733
38 H -1.204 0.092 3.024
39 H -0.130 2.836 3.558
40 H 0.595 1.709 4.754
41 H 2.756 0.806 4.119
42 H 5.715 0.244 1.959
43 H 4.945 0.187 3.629
44 H 3.685 -2.050 2.641
45 H 5.274 -2.174 3.463
46 H 3.890 0.062 -0.120
47 H -3.146 -0.029 -0.229
48 H -3.250 -1.948 -1.988
49 H -2.178 -2.808 -4.221
50 H -0.381 -2.545 -4.540
51 H -1.809 -4.715 -2.812
52 H -0.281 -4.840 -3.854
53 H 2.290 -1.000 -2.634
54 H 1.446 -2.137 -3.850
55 H 2.331 -0.116 -5.144
56 H 1.748 0.976 -3.784
57 H -0.580 -0.505 -5.101
58 H 0.293 0.647 -6.164
59 H -1.377 1.123 -3.913
60 H -1.033 2.116 -5.138
61 H 1.167 1.894 -1.381

- HOMO energy (Eh) = -0.2960
- E_LUMO (eV) = 0.728

---

The highest E_LUMO belongs to which entry?
C5H14